Arrangement a

ORCA calculation (ωB97M-V with the def2-TZVPD basis set) on one molecule with the formula C4H9N3.

ORCA input file:
```
! RIJCOSX wB97M-V def2-TZVPD def2/J DEFGRID3
* xyz 0 1
C 1.44010 0.68524 -1.29803
C -2.17908 -0.58372 -0.66362
C -0.02494 -0.27183 0.50689
C -0.70054 -0.42378 -0.67119
N -0.47479 -0.38170 1.81717
N 1.22730 0.26060 0.33154
N 1.89797 0.69040 1.31994
H -1.14378 -1.11571 1.98452
H 0.26141 -0.29610 2.50484
H 2.76202 1.12589 0.98818
H -2.40451 -1.65632 -0.59269
H -2.69344 -0.07625 0.16229
H 2.47689 1.01289 -1.22692
H 1.33728 -0.22161 -1.88689
H 0.82804 1.50326 -1.66462
H -2.60996 -0.25124 -1.61141
*
```

Properties
frontier orbital gap (alpha / beta) = 7.58 / 7.01 eV
E_HOMO (alpha / beta) = -0.274 / -0.262 hartree
lowest unoccupied orbital energy (alpha / beta) = 0.135 / -0.122 eV

=====

Arrangement b

ORCA calculation (ωB97M-V with the def2-TZVPD basis set) on C4H9N3 as an isolated structure.

ORCA input file:
```
! RIJCOSX wB97M-V def2-TZVPD def2/J DEFGRID3
* xyz 0 1
C 1.74257 -0.52736 0.89358
C 0.92007 0.30147 0.33961
C 1.03906 1.74334 0.18351
C -0.93962 -1.64735 -0.64166
N -2.92823 0.62052 -0.52528
N -1.67800 0.64041 -0.31234
N -0.85853 -0.28905 -0.30370
H 1.50532 -1.64652 0.75070
H 2.56529 -0.05237 1.45612
H 0.73332 2.25922 1.04520
H 0.29809 2.07550 -0.61959
H 2.08198 2.04740 -0.04398
H -1.85715 -1.84115 -1.17037
H -0.04338 -1.97640 -1.12339
H -1.15303 -2.27957 0.13396
H -3.43800 1.60359 -0.63698
*
```

Properties
frontier orbital gap = 8.65 eV
E_HOMO = -0.291 hartree
lowest unoccupied orbital energy = 0.723 eV

=====

If we sort the structures by their calculated energies, the order from most to least stable is arrangement a, arrangement b.